Entry 1:
{"formula": "C20H26N5S2Sn", "method": "ωB97M-V/def2-TZVPD", "de_lowest_kcal_mol": 79.9, "homo_energy_ev": [-16.311, -16.338], "lumo_energy_ev": [-12.33, -12.22], "homo_lumo_gap_ev": [3.980, 4.114], "energy_ev": -56088.008, "max_force_ev_per_a": 1.644, "total_charge": 3, "symbols": ["Sn", "C", "C", "C", "C", "C", "C", "C", "H", "H", "H", "H", "H", "H", "H", "H", "S", "C", "C", "C", "C", "C", "N", "H", "H", "H", "H", "N", "C", "C", "C", "N", "C", "C", "H", "H", "H", "H", "H", "H", "C", "N", "C", "S", "N", "C", "H", "H", "H", "H", "H", "H", "H", "H"], "positions_angstrom": [[0.887833, -0.383447, 0.618611], [0.033806, 3.749638, -0.374035], [1.000246, 3.152876, 0.578376], [0.742971, 3.086230, 1.957817], [1.745273, 2.725498, 2.839845], [3.025723, 2.427138, 2.367679], [3.278839, 2.433266, 0.995562], [2.270071, 2.753290, 0.106711], [-0.018311, 3.167372, -1.295278], [0.393737, 4.743418, -0.670992], [-0.950035, 3.883888, 0.067737], [-0.215013, 3.407784, 2.340142], [1.568673, 2.749353, 3.903951], [3.832502, 2.245117, 3.062825], [4.279011, 2.254051, 0.631378], [2.488747, 2.807588, -0.951833], [0.453234, -1.806284, 2.824704], [-0.611449, -2.742738, 1.825417], [-1.365815, -3.811718, 2.308264], [-2.254599, -4.432147, 1.441729], [-2.347978, -3.976410, 0.131055], [-1.528200, -2.928720, -0.278892], [-0.681257, -2.325638, 0.544029], [-1.244574, -4.134721, 3.331164], [-2.862904, -5.257123, 1.784759], [-3.037118, -4.423253, -0.567961], [-1.560383, -2.549231, -1.293016], [5.061657, -4.039539, -2.917651], [4.270241, -3.339350, -2.116044], [3.158279, -2.620233, -2.626586], [2.369310, -1.911216, -1.764591], [2.572217, -1.846337, -0.436474], [3.629496, -2.512148, 0.060031], [4.483416, -3.256412, -0.716241], [4.894099, -4.069660, -3.913733], [5.849685, -4.563214, -2.563270], [2.938828, -2.630775, -3.683253], [1.510310, -1.353556, -2.133575], [3.779350, -2.441958, 1.130353], [5.316989, -3.775268, -0.264947], [-4.594871, 2.412894, -2.467578], [-3.494514, 1.794852, -1.749378], [-3.372956, 1.798690, -0.427707], [-2.063538, 0.878277, 0.252921], [-4.203245, 2.481384, 0.330695], [-4.242762, 2.539423, 1.771608], [-4.469560, 2.230603, -3.531309], [-4.611218, 3.492290, -2.304584], [-5.548112, 1.981678, -2.154589], [-2.826326, 1.269290, -2.292008], [-4.945822, 2.991566, -0.135272], [-3.396629, 1.999325, 2.192375], [-5.173598, 2.094073, 2.131190], [-4.213756, 3.580244, 2.099868]], "forces_ev_per_angstrom": [[1.3099, -0.6445, -0.7569], [-0.0415, 0.3614, -0.4914], [0.7779, -0.4924, 0.4641], [-0.0137, 0.0710, -0.8216], [0.6777, -0.2565, 0.0734], [-0.2986, -0.0603, 0.0308], [0.0080, -0.1802, 0.2925], [-0.7037, 0.3886, 0.1961], [-0.1928, -0.0138, -0.0567], [-0.1659, -0.1247, 0.0558], [-0.2031, -0.0225, -0.0077], [-0.1353, 0.0618, 0.0270], [-0.0679, -0.0298, 0.1227], [0.0042, -0.0692, 0.0559], [0.0938, -0.1184, -0.0355], [-0.0206, 0.0477, -0.0845], [-0.2820, -0.7558, -0.0267], [0.6133, 0.5698, 0.5868], [-0.0939, -0.1608, 0.1292], [-0.0266, 0.0012, -0.2252], [-0.0737, -0.3601, 0.4846], [0.4726, 0.5735, -0.0663], [-0.0779, 0.2968, -0.5410], [-0.0472, -0.0159, 0.0998], [-0.0283, -0.0302, 0.0046], [-0.0488, -0.0678, -0.0724], [-0.0198, -0.0789, -0.0283], [0.1967, -0.2102, -0.2055], [-0.2808, 0.3022, 0.2660], [-0.0182, 0.0376, 0.2313], [-0.0952, -0.0278, -0.3074], [-1.0521, 0.7980, 0.6164], [0.3526, -0.3159, 0.1315], [-0.2282, 0.1541, -0.0319], [0.0841, -0.0353, 0.1805], [-0.1132, 0.1049, -0.0664], [-0.0428, 0.0317, -0.0656], [0.0957, -0.0496, -0.1639], [0.0914, -0.0385, -0.0213], [-0.0006, 0.0245, 0.0902], [-0.2765, 0.2187, -0.1547], [0.0145, -0.2208, 0.0940], [-0.2386, 0.4332, -0.4102], [0.0147, -0.1078, 0.0205], [-0.0793, -0.0871, -0.5937], [-0.0771, 0.0368, 0.9161], [0.0298, 0.0084, 0.0538], [0.0363, 0.0229, -0.0015], [-0.0118, -0.0123, 0.0292], [0.1035, 0.0102, 0.2010], [0.0493, -0.0077, -0.0829], [-0.1334, 0.1153, -0.0148], [0.1106, 0.0190, -0.0458], [0.0526, -0.0948, -0.0743]]}


Entry 2:
{"formula": "C2H8N3O", "method": "ωB97M-V/def2-TZVPD", "de_lowest_kcal_mol": 27.8, "homo_energy_ev": -14.150, "lumo_energy_ev": -4.76, "homo_lumo_gap_ev": 9.393, "energy_ev": -8715.271, "max_force_ev_per_a": 0.683, "total_charge": 1, "symbols": ["N", "C", "N", "O", "H", "H", "H", "H", "C", "N", "H", "H", "H", "H"], "positions_angstrom": [[1.678750, 0.050668, 1.859255], [0.901943, 0.333286, 0.817822], [0.316673, 1.631133, 0.867821], [0.726422, -0.502607, -0.077929], [2.076869, -0.875519, 1.869508], [2.094981, 0.776790, 2.416399], [0.671748, 2.218537, 0.122104], [-0.690728, 1.587547, 0.773516], [-2.181188, -1.293422, -1.808992], [-1.376528, -0.331640, -1.625611], [-2.944901, -1.176543, -2.561953], [-2.060081, -2.187542, -1.215705], [-0.515534, -0.395930, -0.982525], [-1.430766, 0.520789, -2.179821]], "forces_ev_per_angstrom": [[0.1674, -0.2358, -0.2867], [0.2715, 0.0766, 0.2424], [0.1129, 0.0102, -0.1720], [-0.6766, 0.0556, -0.0761], [0.2507, 0.0921, 0.0595], [-0.3215, 0.0529, 0.2160], [0.0831, 0.0366, -0.0198], [-0.0298, -0.0427, 0.0930], [0.2378, 0.5572, -0.1215], [0.4150, 0.0307, -0.1761], [-0.2976, -0.2479, 0.0185], [-0.0721, -0.1626, -0.0207], [0.1145, -0.0250, 0.3041], [-0.2551, -0.1978, -0.0607]]}


Entry 3:
{"formula": "C22H28NO3", "method": "ωB97M-V/def2-TZVPD", "de_lowest_kcal_mol": 98.7, "homo_energy_ev": -10.317, "lumo_energy_ev": -5.17, "homo_lumo_gap_ev": 5.144, "energy_ev": -30891.441, "max_force_ev_per_a": 2.258, "total_charge": 1, "symbols": ["C", "N", "C", "C", "O", "C", "C", "H", "H", "H", "H", "H", "H", "H", "H", "H", "H", "H", "C", "O", "C", "C", "C", "C", "C", "C", "C", "C", "C", "C", "C", "O", "C", "C", "C", "C", "C", "H", "H", "H", "H", "H", "H", "H", "H", "H", "H", "H", "H", "H", "H", "H", "H", "H"], "positions_angstrom": [[1.743370, -1.573900, 2.814976], [1.132563, -2.346092, 1.765663], [0.088101, -3.247688, 2.240084], [0.164431, -4.667463, 1.687714], [0.578370, -4.647998, 0.317729], [1.905398, -4.133685, 0.180755], [1.980568, -2.671088, 0.622874], [2.791931, -1.332958, 2.579013], [1.242306, -0.617926, 2.971785], [1.663044, -2.104331, 3.784337], [0.153668, -3.278152, 3.333546], [-0.893660, -2.839970, 1.927271], [0.849306, -5.286020, 2.306319], [-0.847086, -5.092095, 1.658507], [2.626502, -4.739209, 0.770070], [2.101959, -4.208306, -0.894908], [1.662861, -2.058571, -0.247413], [3.015391, -2.423113, 0.890777], [5.716050, 3.359626, -0.448057], [5.172418, 3.040267, 0.855889], [3.885682, 2.611312, 0.923633], [3.406360, 2.246713, 2.202709], [2.151020, 1.697484, 2.327990], [1.340479, 1.371657, 1.199321], [0.063479, 0.695449, 1.316322], [-0.959161, 0.962983, 0.382384], [-2.316995, 0.611433, 0.424783], [-3.234016, 0.812482, -0.661914], [-4.628298, 0.560204, -0.484584], [-5.527474, 0.669205, -1.507211], [-5.091996, 1.016526, -2.807547], [-6.009245, 0.992347, -3.804903], [-5.546401, 1.287546, -5.147570], [-3.734519, 1.340450, -3.004262], [-2.829029, 1.226807, -1.962145], [1.829132, 1.803098, -0.063256], [3.054402, 2.450575, -0.206848], [6.755168, 3.615181, -0.244571], [5.656931, 2.485864, -1.111936], [5.183386, 4.226491, -0.860877], [4.085741, 2.370587, 3.041122], [1.777049, 1.525770, 3.338994], [-0.228641, 0.198244, 2.246681], [-0.694607, 1.667799, -0.415082], [-2.757389, 0.213515, 1.347015], [-4.976697, 0.260777, 0.502697], [-6.580468, 0.442265, -1.377582], [-6.435320, 1.167797, -5.768559], [-5.179457, 2.325442, -5.200721], [-4.769718, 0.566203, -5.449968], [-3.393878, 1.639724, -3.990664], [-1.778064, 1.412702, -2.152788], [1.230359, 1.645992, -0.952540], [3.404697, 2.748045, -1.195056]], "forces_ev_per_angstrom": [[0.2177, -0.0844, 0.5460], [0.3946, -0.1336, 0.3193], [-0.4048, 0.2489, -0.6338], [0.2384, 0.0673, -0.4630], [0.3626, 0.0737, 0.5573], [-0.3543, -0.1804, 0.2523], [-0.5416, 0.1236, -0.4850], [-0.3032, -0.1805, 0.2075], [0.1031, -0.0618, 0.1968], [0.4337, 0.1889, -0.3078], [-0.3291, -0.0417, -0.1510], [0.1728, -0.0915, 0.3661], [-0.2673, 0.1109, -0.4252], [0.3873, -0.1010, 0.2836], [-0.3831, 0.0409, -0.3186], [0.3139, -0.0461, 0.3495], [0.3091, -0.0867, 0.3164], [-0.1510, -0.0102, -0.3108], [-0.2051, -0.0212, 0.5098], [-1.0376, -0.2055, -0.2357], [0.5476, -0.2122, -0.3000], [0.0636, 0.1194, -0.5641], [-0.0593, -0.3958, 0.2215], [0.2168, 0.0863, -0.1360], [-1.3577, 1.7701, -0.3488], [0.3736, 0.1489, 0.0474], [0.1687, 0.1050, -0.2031], [-0.1089, 0.1642, -0.0912], [0.4200, -0.0442, 0.3825], [-0.2622, -0.0761, -0.5744], [-0.2055, -0.0252, -0.2946], [1.0467, 0.1648, 0.6722], [-0.1545, -0.0389, 0.3104], [0.2383, -0.0797, 0.0626], [-0.3097, -0.1650, 0.1433], [0.2769, 0.3695, 0.2735], [-0.1351, -0.3872, 0.2308], [-0.1483, -0.0190, -0.1564], [0.0210, 0.2910, 0.1465], [0.1913, -0.2557, -0.0341], [-0.3203, 0.1393, 0.0049], [0.0848, -0.2292, -0.3205], [0.3159, -0.0292, -0.4051], [-0.0353, -0.6072, 0.1312], [0.3154, -0.1566, -0.3047], [0.0235, 0.0373, -0.1819], [0.1301, 0.0404, 0.0946], [0.2421, 0.0583, 0.0593], [-0.1146, -0.4143, -0.0456], [-0.2859, 0.3125, 0.0889], [0.0519, -0.0705, 0.2582], [-0.1426, 0.0447, -0.0910], [0.1671, -0.1476, 0.0274], [-0.2114, -0.1075, 0.3227]]}


Entry 4:
{"formula": "C30H35N7O5PdS2", "method": "ωB97M-V/def2-TZVPD", "de_lowest_kcal_mol": 3.3, "homo_energy_ev": -1.957, "lumo_energy_ev": 4.16, "homo_lumo_gap_ev": 6.116, "energy_ev": -77499.167, "max_force_ev_per_a": 0.192, "total_charge": -2, "symbols": ["Pd", "C", "C", "C", "C", "C", "C", "C", "S", "O", "O", "N", "C", "C", "O", "O", "H", "H", "H", "H", "H", "H", "H", "H", "H", "N", "C", "C", "C", "C", "C", "N", "H", "H", "H", "H", "H", "H", "S", "C", "C", "C", "N", "C", "C", "C", "C", "C", "N", "C", "C", "H", "H", "H", "H", "H", "H", "H", "H", "C", "N", "C", "C", "C", "N", "C", "C", "O", "H", "H", "H", "H", "H", "H", "H", "H", "H", "H", "H", "H"], "positions_angstrom": [[0.271222, 1.177174, 0.470804], [-5.353357, -4.020531, 2.629430], [-4.524438, -2.762503, 2.631392], [-5.084658, -1.538634, 2.976905], [-4.335568, -0.368267, 2.922916], [-3.010416, -0.419093, 2.523804], [-2.434052, -1.636328, 2.182307], [-3.186384, -2.796425, 2.241230], [-2.047855, 1.068851, 2.292915], [-0.728829, 0.763175, 2.852402], [-2.811697, 2.108552, 2.958574], [-1.866476, 1.223932, 0.756474], [-2.999741, 1.777723, 0.013575], [-2.944108, 1.648776, -1.531563], [-3.984669, 2.045607, -2.100503], [-1.909352, 1.181204, -2.060505], [-6.078909, -4.021981, 3.445486], [-4.722983, -4.905289, 2.728305], [-5.909688, -4.118690, 1.693213], [-6.125633, -1.495173, 3.282562], [-4.765498, 0.589705, 3.184408], [-1.404064, -1.660273, 1.848040], [-2.734271, -3.740870, 1.956295], [-3.129573, 2.842370, 0.229596], [-3.935021, 1.289433, 0.317533], [-1.875216, -1.516949, -1.336746], [-1.810632, -2.780057, -0.892658], [-2.810833, -3.723498, -1.244898], [-2.688641, -5.017850, -0.812428], [-1.587594, -5.388804, -0.034199], [-0.667457, -4.398424, 0.260043], [-0.755137, -3.134453, -0.140386], [-2.689604, -1.183910, -1.823489], [-1.311335, -0.758545, -0.962579], [-3.656376, -3.403346, -1.840664], [-3.449325, -5.746357, -1.071474], [-1.452853, -6.399375, 0.326659], [0.205908, -4.631521, 0.864245], [1.283663, -2.512902, -2.880045], [1.625487, -1.073952, -1.906712], [2.572781, -1.146422, -0.844408], [2.774672, -0.031614, -0.088940], [2.202285, 1.190409, -0.320907], [1.230919, 1.234059, -1.312022], [0.944058, 0.082008, -2.124477], [2.572416, -2.485228, -4.066434], [3.534387, -1.483070, -4.177433], [4.500683, -1.590117, -5.163284], [4.590923, -2.592658, -6.038217], [3.661215, -3.543642, -5.923891], [2.655016, -3.541849, -4.978444], [3.088295, -2.071237, -0.623803], [3.462226, -0.061332, 0.753235], [0.999648, 2.209318, -1.733364], [0.163236, 0.167149, -2.868869], [3.523669, -0.636376, -3.504804], [5.253251, -0.812678, -5.254158], [3.726611, -4.361497, -6.635687], [1.936320, -4.351599, -4.944968], [2.091423, 6.253296, -0.176150], [2.636731, 5.328635, 0.793917], [3.487256, 4.292787, 0.231263], [4.194872, 3.553921, 1.345149], [3.150613, 3.000999, 2.289239], [2.245031, 4.053150, 2.734962], [1.284223, 3.615588, 3.738900], [1.904804, 5.132686, 1.954880], [1.041401, 5.932768, 2.296392], [2.906183, 6.791572, -0.669087], [1.440566, 6.957635, 0.331032], [1.510565, 5.726180, -0.942314], [4.211237, 4.785042, -0.426031], [2.906275, 3.580273, -0.364514], [4.865014, 4.237099, 1.876777], [4.787333, 2.735753, 0.932252], [3.621583, 2.577002, 3.181961], [2.598629, 2.197905, 1.788422], [1.791464, 3.469359, 4.698038], [0.816915, 2.673616, 3.437016], [0.511236, 4.368611, 3.848506]], "forces_ev_per_angstrom": [[-0.0103, -0.0331, -0.0830], [0.0001, -0.0035, 0.0030], [0.0090, 0.0021, 0.0023], [-0.0008, 0.0018, 0.0047], [-0.0027, 0.0033, 0.0188], [-0.0070, -0.0194, -0.0414], [-0.0019, 0.0347, 0.0120], [-0.0029, 0.0011, 0.0022], [0.0154, 0.0699, 0.0001], [0.0150, 0.0050, -0.0202], [-0.0376, -0.0295, 0.0280], [0.0426, 0.1020, 0.0340], [-0.0314, -0.0409, 0.0261], [0.0149, 0.0488, -0.0045], [-0.0148, -0.0223, 0.0155], [0.0397, -0.0854, 0.0060], [-0.0020, 0.0023, -0.0016], [0.0004, -0.0007, 0.0014], [0.0034, -0.0015, -0.0031], [-0.0004, 0.0007, 0.0008], [0.0039, 0.0013, -0.0048], [-0.0051, -0.0131, 0.0042], [-0.0084, 0.0012, 0.0045], [-0.0021, -0.0008, 0.0131], [-0.0022, 0.0020, -0.0112], [-0.1360, 0.1071, 0.0801], [0.0609, 0.0132, -0.0483], [-0.0081, -0.0055, 0.0061], [0.0058, 0.0042, -0.0035], [0.0055, -0.0064, -0.0028], [0.0031, -0.0011, -0.0126], [0.0335, -0.0155, -0.0397], [0.0209, 0.0229, -0.0513], [0.0586, -0.1237, 0.0486], [0.0012, 0.0003, 0.0001], [-0.0003, 0.0012, 0.0015], [-0.0006, -0.0007, 0.0004], [-0.0005, -0.0001, 0.0015], [-0.0146, 0.0041, 0.0071], [-0.0036, 0.0089, -0.0008], [0.0052, -0.0016, -0.0033], [0.0103, 0.0014, -0.0038], [-0.0019, -0.0440, -0.0435], [0.0198, -0.0342, -0.0086], [0.0038, 0.0135, -0.0099], [0.0196, -0.0089, -0.0037], [-0.0092, 0.0006, 0.0078], [0.0025, -0.0016, -0.0050], [-0.0041, -0.0006, 0.0052], [0.0021, 0.0017, -0.0044], [-0.0074, 0.0004, 0.0036], [-0.0022, -0.0005, -0.0008], [-0.0025, 0.0027, 0.0012], [0.0010, 0.0007, 0.0077], [-0.0015, 0.0004, 0.0015], [0.0017, 0.0011, -0.0006], [-0.0006, -0.0002, 0.0005], [0.0007, -0.0004, 0.0008], [0.0012, -0.0003, 0.0001], [0.0101, -0.0017, 0.0203], [-0.0108, 0.0407, -0.0096], [-0.0066, 0.0179, 0.0386], [0.0096, -0.0121, 0.0172], [0.0033, 0.0079, 0.0672], [-0.1106, -0.0873, -0.1299], [0.0439, 0.0108, 0.0124], [0.1268, -0.0736, 0.0568], [-0.0604, 0.0569, -0.0051], [-0.0010, -0.0072, -0.0042], [0.0060, 0.0080, 0.0034], [-0.0043, 0.0053, -0.0041], [-0.0161, -0.0136, -0.0171], [0.0046, -0.0223, -0.0046], [0.0040, 0.0065, -0.0098], [-0.0253, -0.0072, -0.0080], [0.0114, 0.0141, 0.0120], [-0.0700, 0.0813, 0.0274], [-0.0124, -0.0056, -0.0037], [-0.0096, 0.0009, -0.0075], [0.0283, 0.0151, 0.0102]]}


no.,M (g mol⁻¹)
1,519.3
2,90.1
3,354.5
4,744.2